{"formula": "C4H6OSi", "method": "the ωB97M-V functional and the def2-TZVPD basis", "elements": ["O", "Si", "C", "C", "C", "C", "H", "H", "H", "H", "H", "H"], "positions_angstrom": [[-1.75823, -1.47182, 0.79405], [-0.85360, -0.90896, -0.41420], [-0.78748, 0.90052, -0.74841], [0.33111, 1.38868, -0.24354], [1.38913, 0.47136, 0.28546], [0.98023, -0.82839, 0.34365], [-1.26659, -1.39132, 1.61112], [-1.16404, -1.63023, -1.65009], [-1.48009, 1.70719, -1.07045], [0.60458, 2.43748, 0.04850], [2.34173, 0.86745, 0.42966], [1.66323, -1.54196, 0.61424]], "forces_ev_per_angstrom": [[-1.07, -0.36, 0.59], [2.52, 0.48, -0.31], [-1.23, 1.87, -0.24], [2.16, 1.23, 1.78], [-3.05, -2.30, -1.11], [-1.37, 2.76, -1.50], [-0.14, -0.04, 0.41], [0.09, -0.38, 0.00], [-0.01, -1.12, 0.16], [-0.83, -0.53, -1.16], [1.54, 0.36, 0.69], [1.40, -1.97, 0.69]], "homo_ev": -8.98, "charge": 0, "smiles": "O[SiH]1C=CC=C1", "orbital_gap_ev": 9.09, "de_lowest_kj_mol": 0.00, "total_energy_ev": -14169.69533}



{"formula": "C4H6OYb", "method": "the ωB97M-V functional and the def2-TZVPD basis", "elements": ["O", "Yb", "C", "C", "H", "H", "H", "H", "C", "C", "H", "H"], "positions_angstrom": [[0.17066, 0.07499, -1.30882], [-0.97938, -1.36314, -0.15271], [0.96339, 1.07327, -1.27141], [1.60083, 1.52214, 0.14301], [1.81843, 1.07619, -1.96785], [0.40151, 2.12149, -0.54564], [1.85035, 2.59102, 0.15175], [2.61316, 1.09215, 0.14064], [0.65218, 0.40338, 1.40623], [-0.07390, 0.10500, 2.41776], [-0.43429, -0.92793, 2.52176], [-0.67946, 0.87368, 2.91378]], "forces_ev_per_angstrom": [[0.63, 0.94, 0.72], [-1.03, -1.00, -0.89], [-0.88, -0.60, 1.48], [0.21, -2.87, 0.89], [-0.58, 1.10, -0.49], [0.31, -0.97, -2.63], [-0.50, 0.65, 1.94], [0.11, -0.55, 0.00], [1.34, 3.92, -0.89], [-0.09, -0.93, -1.74], [0.50, -0.16, 1.19], [-0.02, 0.46, 0.42]], "homo_ev": [-22.85, -23.69], "charge": 3, "s_squared": 0.76, "orbital_gap_ev": [5.77, 6.91], "spin_multiplicity": 2, "total_energy_ev": -37779.16384}



{"formula": "C4H6P2", "method": "the ωB97M-V functional and the def2-TZVPD basis", "elements": ["C", "C", "P", "H", "H", "H", "C", "C", "P", "H", "H", "H"], "positions_angstrom": [[-1.67469, 1.66460, -0.42281], [-1.94086, 0.48719, 0.26906], [-1.81882, -0.82174, 1.12331], [-2.06726, 1.82949, -1.50288], [-0.54204, 1.55088, -0.52119], [-1.89712, 2.48073, 0.13129], [1.64863, -1.65101, -0.08474], [1.76689, -0.40610, 0.60669], [1.88095, 0.96679, 1.27376], [0.81908, -2.36601, 0.37790], [2.60547, -2.23142, -0.12749], [1.21977, -1.50343, -1.12290]], "forces_ev_per_angstrom": [[2.25, -0.55, -4.44], [-0.33, -3.97, 2.04], [-0.60, 1.52, -0.99], [0.33, -0.65, 1.83], [-1.09, 0.83, -0.11], [-0.61, 2.81, 1.69], [-1.81, -2.65, -0.72], [0.01, 0.57, 0.19], [0.06, 0.09, 0.15], [1.77, 1.47, -0.53], [-0.80, 0.55, -0.06], [0.81, -0.03, 0.94]], "homo_ev": -9.03, "charge": 0, "smiles": "CC#P.CC#P", "orbital_gap_ev": 9.69, "de_lowest_kj_mol": 209.36, "total_energy_ev": -22818.82625}



{"formula": "C4H6S", "method": "the ωB97M-V functional and the def2-TZVPD basis", "elements": ["C", "C", "C", "C", "S", "H", "H", "H", "H", "H", "H"], "positions_angstrom": [[-0.91147, -1.06090, -2.02597], [-0.68658, -0.50014, -0.99292], [-0.38057, 0.19879, 0.23263], [0.92014, -0.29876, 0.84832], [-0.26331, 2.01298, -0.16396], [-1.12295, -1.55953, -2.92387], [-1.21633, 0.09511, 0.93206], [1.74584, -0.13726, 0.15875], [0.84396, -1.36468, 1.05709], [1.13002, 0.22714, 1.77796], [-0.05876, 2.38724, 1.09991]], "forces_ev_per_angstrom": [[0.08, 0.20, 0.45], [-0.16, -0.08, -0.37], [0.09, 0.71, 0.39], [-0.01, -0.10, 0.08], [-0.12, -0.39, -0.15], [-0.11, -0.28, -0.51], [0.14, -0.08, -0.10], [0.01, 0.02, -0.01], [0.02, -0.08, 0.05], [0.01, 0.02, 0.03], [0.03, 0.06, 0.17]], "homo_ev": -9.28, "charge": 0, "smiles": "C#C[C@@H](C)S", "orbital_gap_ev": 10.13, "de_lowest_kj_mol": 124.31, "total_energy_ev": -15078.50436}



{"formula": "C4H6S", "method": "the ωB97M-V functional and the def2-TZVPD basis", "elements": ["S", "C", "C", "C", "C", "H", "H", "H", "H", "H", "H"], "positions_angstrom": [[-1.08528, 1.50670, 2.03693], [-0.64170, 0.55786, 0.77329], [0.20172, 0.99612, -0.43826], [0.57454, -0.47274, -0.54187], [-0.43649, -0.99236, 0.48016], [-0.41262, 0.66621, -1.46399], [0.95351, 1.76591, -0.28305], [0.61722, -0.63820, -1.64935], [1.75585, -0.45935, -0.16276], [-0.13218, -1.64321, 1.23177], [-1.39457, -1.28695, 0.01713]], "forces_ev_per_angstrom": [[0.15, -1.25, -0.94], [0.74, 1.19, 0.96], [-3.84, -2.48, -1.27], [6.48, -0.61, -0.22], [-1.63, 3.30, -2.24], [0.52, 3.65, 2.35], [-0.51, 0.18, -0.69], [0.07, -1.59, 1.31], [-2.92, -1.08, -0.72], [0.45, -0.90, 1.35], [0.47, -0.39, 0.11]], "homo_ev": -8.53, "charge": 0, "smiles": "S=C1CCC1", "orbital_gap_ev": 8.41, "de_lowest_kj_mol": 279.64, "total_energy_ev": -15076.89451}



{"formula": "C4H6S2", "method": "the ωB97M-V functional and the def2-TZVPD basis", "elements": ["C", "C", "C", "S", "C", "S", "H", "H", "H", "H", "H", "H"], "positions_angstrom": [[-0.62153, -2.05534, -0.68197], [-0.53870, -0.97987, 0.04455], [0.23620, 0.25575, -0.39400], [1.00647, 0.30067, -1.81503], [0.13798, 1.66032, 0.26364], [0.68380, 1.04739, 1.92860], [-1.07839, -2.90612, -0.39750], [-0.26823, -2.11404, -1.73648], [-0.96087, -0.70782, 1.10306], [0.43913, 2.68342, -0.17704], [-0.92421, 1.77188, 0.35945], [1.88835, 1.04375, 1.50273]], "forces_ev_per_angstrom": [[1.06, 1.03, -2.62], [0.20, 3.92, 3.10], [-0.23, 1.56, -2.61], [0.78, -0.43, -0.63], [-1.32, -1.70, 0.98], [-1.11, 1.72, 0.67], [-1.73, -2.58, 1.34], [0.21, 0.42, 1.06], [0.48, -1.65, -2.04], [0.56, -2.30, 0.53], [-0.90, 0.25, 0.45], [1.99, -0.25, -0.24]], "homo_ev": -8.35, "charge": 0, "smiles": "C=CC(=S)CS", "orbital_gap_ev": 7.86, "de_lowest_kj_mol": 230.97, "total_energy_ev": -25912.89739}



{"formula": "C4H6S2", "method": "the ωB97M-V functional and the def2-TZVPD basis", "elements": ["C", "C", "C", "C", "H", "H", "H", "H", "H", "H", "S", "S"], "positions_angstrom": [[1.98376, 0.01914, 0.10861], [-0.60913, -0.70902, 0.42419], [-1.92810, -0.05188, -0.00589], [-0.55338, 0.45701, -0.65245], [2.72705, -0.15185, 1.01371], [2.55370, 0.37251, -0.77647], [-0.28945, -0.25305, 1.43627], [-3.10736, -0.50113, -0.53977], [-2.20356, 0.68206, 0.91081], [-0.29687, 0.02840, -1.63746], [0.94433, -1.45122, -0.21902], [0.77901, 1.55904, -0.06253]], "forces_ev_per_angstrom": [[0.41, 1.06, -0.05], [1.81, 2.20, 0.37], [-1.65, 1.38, 0.39], [-1.51, -0.46, 1.20], [-2.03, 0.90, -1.51], [0.19, -1.35, 0.48], [-0.85, -1.09, -1.55], [4.43, 1.33, 1.27], [0.40, -2.02, -2.22], [-0.64, 0.51, 0.66], [0.09, -1.66, 0.55], [-0.64, -0.81, 0.40]], "homo_ev": -8.29, "charge": 0, "orbital_gap_ev": 8.89, "de_lowest_kj_mol": 474.67, "total_energy_ev": -25910.37159}



{"formula": "C4H6S2", "method": "the ωB97M-V functional and the def2-TZVPD basis", "elements": ["S", "C", "C", "S", "H", "H", "C", "C", "H", "H", "H", "H"], "positions_angstrom": [[-2.29136, -1.69820, 1.56833], [-1.62100, -0.29946, 1.56040], [-1.14101, 0.88495, 1.40917], [-1.27563, 1.91805, -0.05973], [-0.95059, 1.48090, 2.22743], [-0.00537, 2.36932, 0.00200], [0.71199, -1.12417, -1.43277], [1.68588, -0.48653, -0.83804], [-0.33599, -0.71829, -1.32472], [0.88885, -2.01550, -1.93862], [1.53341, 0.45640, -0.26967], [2.80082, -0.76747, -0.90377]], "forces_ev_per_angstrom": [[0.17, -0.04, 0.24], [-0.64, -1.04, -0.80], [-0.26, 0.95, -1.51], [0.24, -0.60, 0.17], [0.68, 0.84, 1.99], [-0.22, -0.07, -0.08], [-1.92, 1.48, 0.96], [2.70, 1.22, 0.71], [1.22, -0.69, -0.30], [0.06, -1.37, -0.97], [-0.09, -0.78, -0.44], [-1.96, 0.12, 0.05]], "homo_ev": -8.54, "charge": 0, "smiles": "S=C=CS.C=C", "orbital_gap_ev": 7.88, "de_lowest_kj_mol": 238.37, "total_energy_ev": -25912.82067}



{"formula": "C4H6S2", "method": "the ωB97M-V functional and the def2-TZVPD basis", "elements": ["C", "C", "C", "S", "C", "S", "H", "H", "H", "H", "H", "H"], "positions_angstrom": [[-1.50672, -0.37695, -0.11675], [-0.01593, -0.15983, 0.00289], [0.65249, 0.96949, 0.86706], [2.27699, 1.15651, -0.10152], [1.10860, -0.35565, -0.97292], [1.04805, -1.64610, 0.16673], [-1.96464, 0.16565, 0.63081], [-1.68497, -1.48988, -0.07999], [-1.84544, -0.03053, -1.20043], [0.13032, 1.93911, 0.90753], [0.68358, 0.50812, 1.89163], [1.11767, -0.67993, -1.99504]], "forces_ev_per_angstrom": [[1.09, -1.56, -4.25], [1.82, 0.70, 0.15], [-0.54, -0.80, 0.57], [-2.75, -2.07, -0.65], [1.08, 1.68, 0.70], [-0.20, -0.98, 0.92], [-1.40, 0.96, 1.49], [-0.22, 1.38, 0.18], [0.42, -0.48, 2.34], [0.04, -0.50, -0.19], [0.62, 1.02, -0.71], [0.04, 0.64, -0.53]], "homo_ev": -8.49, "charge": 0, "smiles": "C[C@]12CS[C@H]1S2", "orbital_gap_ev": 8.88, "de_lowest_kj_mol": 191.39, "total_energy_ev": -25913.30765}